# 1
This record from OMol25 describes a molecular structure, C20H35BrN3PdS2Si in a non-equilibrium geometry. The level of theory is wB97M-V/def2-TZVPD.

Atoms and positions in Å:
Pd 2.131 0.438 0.001
C 7.071 2.666 -1.630
S 5.799 1.982 -2.717
C 4.561 1.595 -1.569
S 3.085 0.947 -2.213
N 4.725 1.875 -0.322
N 3.852 1.425 0.556
C 3.283 2.142 1.470
C 2.629 1.450 2.578
C 2.407 2.046 3.810
C 1.857 1.277 4.824
C 1.568 -0.057 4.584
C 1.786 -0.567 3.312
N 2.281 0.170 2.329
H 7.955 2.782 -2.254
H 7.269 1.970 -0.820
H 6.755 3.629 -1.242
H 3.404 3.225 1.489
H 2.675 3.082 3.970
H 1.657 1.713 5.793
H 1.166 -0.692 5.361
H 1.535 -1.592 3.066
C -1.533 0.400 -3.331
C -1.986 -0.885 -2.621
C -3.520 -0.979 -2.703
C -1.370 -2.066 -3.387
Si -1.478 -0.877 -0.768
Br 0.880 -1.524 -0.831
C -2.183 -2.305 0.322
C -1.386 -2.540 1.617
C -3.640 -1.993 0.701
C -2.149 -3.616 -0.482
C -1.472 0.870 0.061
C -1.166 0.720 1.557
C -2.865 1.509 -0.079
C -0.440 1.837 -0.537
H -1.791 0.322 -4.390
H -0.451 0.536 -3.266
H -2.035 1.285 -2.942
H -3.830 -0.876 -3.745
H -4.014 -0.191 -2.129
H -3.883 -1.944 -2.345
H -1.748 -2.053 -4.412
H -1.627 -3.031 -2.954
H -0.283 -1.989 -3.430
H -1.508 -1.730 2.334
H -0.324 -2.685 1.420
H -1.761 -3.452 2.088
H -3.716 -1.102 1.328
H -4.050 -2.833 1.267
H -4.271 -1.847 -0.177
H -1.137 -3.855 -0.816
H -2.810 -3.583 -1.348
H -2.493 -4.432 0.158
H -1.982 0.229 2.087
H -1.032 1.708 2.009
H -0.255 0.146 1.722
H -3.651 0.864 0.320
H -3.107 1.740 -1.117
H -2.886 2.449 0.480
H 0.587 1.411 -0.498
H -0.445 2.767 0.038
H -0.642 2.085 -1.576

Total charge: +1
2S+1: 1
E_tot in Ha: -4734.91131
HOMO-LUMO gap (alpha / beta) in eV: 6.361 / 6.358

Here is what Mulliken gives for the atomic charges, in e: -0.758 -0.788 0.003 0.499 -0.204 -0.875 0.040 -0.296 1.206 -0.684 -0.304 -0.586 -0.414 -0.294 0.352 0.270 0.275 0.446 0.422 0.459 0.423 0.422 -1.903 2.344 -1.822 -1.740 -0.354 -0.235 2.207 -1.789 -1.647 -2.076 2.180 -2.082 -1.766 0.278 0.622 0.295 0.324 0.538 0.341 0.322 0.538 0.313 0.370 0.327 0.296 0.581 0.323 0.499 0.307 0.381 0.370 0.590 0.423 0.630 0.158 0.365 0.328 0.520 -0.925 0.659 0.295

=====

# 2
This record from OMol25 describes 5 unconnected molecules or ions with the total composition C20H35F12N3O11P in a non-equilibrium geometry. The level of theory is wB97M-V/def2-TZVPD.

Atoms and positions in Å:
N -1.525 -4.630 3.489
C -1.369 -3.192 3.337
N -1.324 -2.901 1.898
N 0.008 -2.864 3.866
C -2.388 -2.322 4.164
C -3.826 -2.898 4.384
O -3.990 -4.125 5.089
P -4.963 -5.113 3.988
O -5.705 -3.866 2.956
C -4.904 -2.718 3.209
O -4.488 -1.965 2.060
H -1.124 -5.096 2.684
H -1.035 -4.981 4.306
H -2.138 -2.406 1.562
H -0.479 -2.410 1.645
H 0.176 -1.873 3.728
H -0.022 -2.985 4.878
H -1.977 -2.068 5.168
H -2.516 -1.344 3.649
H -4.246 -2.166 5.131
H -4.266 -6.301 4.495
H -6.068 -5.239 4.900
H -5.711 -6.055 3.135
H -3.950 -5.146 2.955
H -5.671 -2.038 3.677
H -5.124 -1.259 1.981
C 1.550 2.144 -1.647
C 2.186 1.562 -0.403
O 1.242 1.516 0.680
C 0.394 0.489 0.667
O 0.376 -0.366 -0.167
C -0.510 0.551 1.895
F -0.988 1.782 2.109
F 0.160 0.207 3.000
F -1.558 -0.258 1.795
H 1.114 3.122 -1.433
H 2.289 2.253 -2.442
H 0.742 1.508 -2.012
H 3.001 2.201 -0.075
H 2.607 0.572 -0.589
C -1.749 6.018 -2.239
C -2.876 5.113 -2.690
O -2.732 4.763 -4.076
C -1.873 3.777 -4.335
O -1.239 3.194 -3.512
C -1.854 3.475 -5.829
F -1.787 4.590 -6.565
F -2.957 2.823 -6.206
F -0.815 2.721 -6.171
H -1.683 6.897 -2.884
H -1.906 6.344 -1.211
H -0.787 5.506 -2.295
H -3.828 5.637 -2.604
H -2.944 4.215 -2.074
C 0.823 -3.664 -0.789
C 1.660 -4.848 -0.355
O 1.364 -6.012 -1.149
C 1.957 -6.069 -2.337
O 2.698 -5.241 -2.776
C 1.591 -7.369 -3.043
F 0.284 -7.630 -2.973
F 2.229 -8.413 -2.500
F 1.913 -7.344 -4.336
H -0.238 -3.919 -0.766
H 0.996 -2.814 -0.133
H 1.061 -3.364 -1.811
H 1.419 -5.110 0.675
H 2.727 -4.624 -0.391
C 5.973 6.744 -3.073
C 6.612 6.171 -1.825
O 5.679 6.151 -0.733
C 4.819 5.134 -0.726
O 4.777 4.269 -1.546
C 3.924 5.209 0.506
F 3.452 6.440 0.713
F 4.587 4.857 1.611
F 2.874 4.400 0.404
H 5.553 7.731 -2.869
H 6.707 6.831 -3.874
H 5.154 6.113 -3.421
H 7.440 6.805 -1.509
H 7.017 5.173 -2.001

Total charge: -1
2S+1: 1
E_tot in Ha: -3314.72461
HOMO-LUMO gap in eV: 4.823

Here is what Mulliken gives for the atomic charges, in e: -0.205 0.762 -0.345 -0.872 -0.851 -0.242 -0.476 -0.262 -0.414 -0.055 -0.413 0.254 0.251 0.263 -0.140 0.211 0.338 0.514 -0.008 0.350 0.004 -0.016 0.018 -0.082 0.174 0.317 -1.252 -0.230 -0.291 0.204 -0.545 1.064 -0.287 -0.297 -0.218 0.227 0.482 0.455 0.233 0.403 -0.984 -0.203 -0.339 0.373 -0.480 0.895 -0.253 -0.259 -0.238 0.309 0.374 0.189 0.308 0.314 -0.711 -0.380 -0.315 0.360 -0.522 0.906 -0.246 -0.258 -0.252 0.342 -0.049 0.438 0.348 0.316 -1.103 -0.211 -0.329 0.365 -0.495 0.891 -0.270 -0.282 -0.195 0.307 0.367 0.312 0.316 0.318

=====

# 3
This record from OMol25 describes 3 unconnected molecules or ions with the total composition C20H35FN3O4S2. The level of theory is wB97M-V/def2-TZVPD.

Atoms and positions in Å:
C 2.303 -0.197 1.009
C 1.411 -0.472 -0.186
C 0.962 0.848 -0.820
O -0.437 0.784 -1.239
C -1.082 1.966 -1.179
O -0.790 2.966 -1.750
C -2.282 1.894 -0.241
S -2.686 0.147 -0.033
N -4.461 0.215 0.374
C -5.320 1.052 -0.514
C -6.776 0.839 -0.112
C -7.171 -0.511 -0.674
F -8.439 -0.852 -0.270
C -6.194 -1.623 -0.276
C -4.922 -1.231 0.498
O 0.234 -1.197 0.267
C 0.253 -2.525 0.022
O 1.246 -3.183 -0.026
C -1.150 -3.050 -0.176
S -1.131 -4.856 -0.206
H 2.427 -1.128 1.561
H 3.270 0.189 0.689
H 1.810 0.520 1.665
H 1.934 -1.072 -0.927
H 1.585 1.032 -1.691
H 1.089 1.675 -0.121
H -3.088 2.478 -0.673
H -1.982 2.355 0.703
H -4.519 0.625 1.305
H -5.040 2.092 -0.383
H -5.163 0.728 -1.544
H -6.891 0.861 0.975
H -7.381 1.623 -0.563
H -7.187 -0.419 -1.763
H -5.928 -2.217 -1.149
H -6.747 -2.297 0.380
H -5.037 -1.418 1.564
H -4.096 -1.856 0.163
H -1.767 -2.654 0.634
H -1.514 -2.636 -1.119
H -2.389 -4.979 -0.648
C 5.747 -2.753 -2.649
C 4.658 -2.605 -3.704
C 4.460 -1.153 -4.158
C 4.066 -0.290 -3.045
N 3.758 0.355 -2.148
H 5.495 -2.206 -1.740
H 5.878 -3.800 -2.379
H 6.704 -2.378 -3.017
H 3.713 -2.992 -3.317
H 4.907 -3.200 -4.583
H 3.687 -1.086 -4.925
H 5.383 -0.753 -4.583
C 3.459 2.340 4.983
C 4.477 3.126 4.167
C 3.827 4.171 3.251
C 2.924 3.554 2.280
N 2.222 3.041 1.534
H 2.789 1.770 4.336
H 3.960 1.633 5.643
H 2.852 3.003 5.601
H 5.075 2.443 3.562
H 5.165 3.646 4.834
H 4.585 4.726 2.697
H 3.252 4.892 3.836

Total charge: +1
2S+1: 1
E_tot in Ha: -2144.27373
HOMO-LUMO gap in eV: 8.361

Here is what Mulliken gives for the atomic charges, in e: -1.614 0.687 -0.317 -0.379 0.353 -0.504 -0.396 0.240 -0.039 -0.618 -0.849 0.172 -0.361 -0.833 -0.224 -0.330 0.188 -0.567 -0.189 -0.145 0.429 0.349 0.364 0.481 0.217 0.192 0.316 0.344 0.474 0.517 0.346 0.354 0.362 0.301 0.323 0.406 0.334 0.021 0.214 0.337 0.123 -1.128 -0.388 -0.501 0.326 -0.488 0.312 0.331 0.322 0.276 0.324 0.279 0.325 -1.009 -0.401 -0.514 0.251 -0.422 0.224 0.327 0.307 0.291 0.311 0.281 0.288

=====

# 4
This record from OMol25 describes a single C20H35N3O5S molecule. The level of theory is wB97M-V/def2-TZVPD.

Atoms and positions in Å:
C -2.970 3.112 2.856
C -2.411 4.080 1.815
C -3.516 5.068 1.431
C -1.203 4.818 2.412
C -0.442 5.660 1.392
C -0.011 4.820 0.195
C -1.215 4.120 -0.448
C -0.738 3.389 -1.695
O -0.224 4.001 -2.618
N -0.906 2.042 -1.733
C -0.305 1.257 -2.790
C 1.150 0.939 -2.508
C 1.819 0.187 -3.648
C 3.240 -0.207 -3.254
C 3.231 -0.961 -1.935
C 2.491 -0.132 -0.896
O 1.171 0.164 -1.312
C 2.717 -2.422 -1.971
C 3.879 -2.818 -1.040
N 4.560 -4.049 -1.389
C 5.866 -4.228 -1.107
O 6.517 -3.482 -0.401
C 6.512 -5.481 -1.695
S 6.303 -5.697 -3.445
N 6.831 -4.271 -4.066
O 7.192 -6.741 -3.851
O 4.892 -5.771 -3.722
C 4.578 -1.488 -1.395
C -1.950 3.274 0.590
H -2.214 2.382 3.156
H -3.294 3.648 3.750
H -3.830 2.566 2.460
H -3.186 5.810 0.705
H -4.369 4.538 1.000
H -3.867 5.604 2.315
H -1.537 5.438 3.249
H -0.518 4.070 2.830
H -1.066 6.489 1.045
H 0.433 6.111 1.865
H 0.492 5.428 -0.557
H 0.704 4.054 0.523
H -1.888 4.893 -0.829
H -1.163 1.563 -0.888
H -0.861 0.324 -2.897
H -0.380 1.823 -3.718
H 1.687 1.882 -2.327
H 1.230 -0.709 -3.870
H 1.821 0.812 -4.544
H 3.706 -0.819 -4.032
H 3.854 0.694 -3.145
H 2.406 -0.666 0.051
H 3.045 0.801 -0.714
H 1.701 -2.605 -1.624
H 2.844 -2.862 -2.963
H 3.581 -2.840 0.009
H 4.137 -4.655 -2.077
H 7.580 -5.436 -1.499
H 6.098 -6.387 -1.248
H 7.728 -4.352 -4.524
H 6.126 -3.819 -4.630
H 5.307 -1.630 -2.195
H 5.053 -0.944 -0.580
H -1.276 2.485 0.952
H -2.818 2.778 0.143

SMILES: CC1(C)CCC[C@@H](C(=O)NC[C@@H]2CC[C@]3(CO2)C[C@H](NC(=O)CS(N)(=O)=O)C3)C1
2S+1: 1
ΔE to the lowest compared entry with this formula, charge and spin in kJ/mol: 3.4
E_tot in Ha: -1721.79947
HOMO-LUMO gap in eV: 9.812

Here is what Mulliken gives for the atomic charges, in e: -2.126 2.182 -1.847 -1.217 -0.662 -0.989 1.691 -0.432 -0.699 0.015 -1.632 0.679 -0.707 -1.289 2.184 -1.267 -0.417 -1.344 0.218 -0.136 0.580 -0.612 -0.899 1.175 -0.500 -0.638 -0.664 -1.561 -2.169 0.403 0.460 0.406 0.367 0.386 0.446 0.427 0.360 0.350 0.405 0.383 0.326 0.142 0.321 0.460 0.370 0.320 0.289 0.410 0.432 0.377 0.447 0.433 0.232 0.376 0.267 0.343 0.359 0.371 0.266 0.262 0.342 0.310 0.689 0.547

=====

# 5
This record from OMol25 describes 2 unconnected molecules or ions with the total composition C20H36BINO9P2S in a non-equilibrium geometry. The level of theory is wB97M-V/def2-TZVPD.

Atoms and positions in Å:
C 5.409 -2.711 0.286
C 5.148 -2.868 -1.318
C 3.644 -2.360 -1.586
C 3.134 -2.552 -3.096
C 1.880 -1.521 -3.320
C 2.452 -0.314 -4.206
C 1.548 1.016 -4.209
C 0.929 1.372 -2.752
C -0.573 1.017 -2.581
C -1.275 1.357 -1.247
C -2.823 1.077 -0.994
O -3.589 2.086 -1.010
O -3.399 -0.196 -0.805
P -5.094 0.070 -0.376
C -5.626 -1.632 0.340
C -5.871 -2.745 -0.813
C -6.140 0.368 -1.935
C -5.316 0.254 -3.317
C -0.368 2.020 -0.131
B -1.135 2.379 1.255
O -1.671 1.379 2.167
O -1.305 3.791 1.540
C 1.157 2.324 -0.367
P 2.294 3.078 0.913
O 1.681 3.268 2.469
O 3.772 2.202 1.141
S 2.708 4.896 0.277
N 1.710 1.995 -1.692
I 3.693 2.391 -2.235
H 6.459 -3.092 0.576
H 5.344 -1.594 0.542
H 4.607 -3.255 0.904
H 5.306 -3.976 -1.567
H 5.946 -2.215 -1.822
H 3.629 -1.234 -1.312
H 2.936 -2.881 -0.848
H 4.004 -2.212 -3.782
H 2.866 -3.631 -3.373
H 1.537 -1.233 -2.269
H 1.001 -2.069 -3.821
H 3.540 -0.110 -3.879
H 2.512 -0.684 -5.301
H 2.072 1.933 -4.685
H 0.665 0.796 -4.926
H -1.200 0.526 -3.401
H -6.628 -1.430 0.861
H -4.812 -1.942 1.086
H -6.994 -2.786 -1.053
H -5.566 -3.761 -0.367
H -5.283 -2.559 -1.774
H -7.018 -0.381 -1.895
H -6.616 1.422 -1.913
H -4.922 1.278 -3.635
H -6.077 -0.061 -4.129
H -4.511 -0.559 -3.266
H -1.149 0.571 1.933
H -1.552 3.918 2.483
H 1.439 4.200 2.674
H 3.609 1.350 0.670
C 2.701 0.038 7.306
O 1.494 0.791 7.192
C 0.657 0.351 6.239
O 0.846 -0.592 5.508
O -0.428 1.144 6.240
C -1.411 0.789 5.270
H 3.297 0.482 8.103
H 2.484 -0.999 7.573
H 3.274 0.085 6.377
H -1.792 -0.218 5.457
H -1.002 0.865 4.263
H -2.240 1.492 5.359

Total charge: +1
2S+1: 1
E_tot in Ha: -2918.70030
HOMO-LUMO gap in eV: 5.227

Here is what Mulliken gives for the atomic charges, in e: -0.936 -0.362 -0.098 -0.822 -0.247 -0.354 -1.496 0.759 -0.396 0.223 0.352 -0.477 -0.332 0.034 -0.514 -0.855 -0.497 -0.920 0.331 0.899 -0.680 -0.472 -0.446 0.603 -0.414 -0.408 -0.318 -0.314 0.352 0.325 0.159 0.290 0.296 0.277 -0.193 0.301 0.296 0.379 0.191 0.332 0.289 0.307 0.392 0.401 0.426 0.339 0.359 0.299 0.300 0.187 0.347 0.383 0.269 0.329 0.180 0.297 0.315 0.346 0.335 -0.614 -0.321 0.798 -0.549 -0.327 -0.419 0.226 0.292 0.275 0.331 0.123 0.239

=====

# 6
This record from OMol25 describes a molecular structure, C20H36BN8Pt. The level of theory is wB97M-V/def2-TZVPD.

Atoms and positions in Å:
Pt 0.238 -0.307 -0.119
C 4.293 2.691 0.637
C 2.810 2.998 0.447
C 2.388 2.866 -1.018
C 1.940 2.262 1.438
C 2.040 2.312 2.835
C 0.864 1.754 3.296
N 0.138 1.363 2.245
N 0.796 1.660 1.098
B -1.359 0.943 2.177
N -1.575 -0.585 2.262
C -2.250 -1.271 3.194
C -2.562 -2.510 2.685
C -2.066 -2.502 1.374
N -1.447 -1.339 1.145
C -2.362 -3.549 0.328
C -1.540 -4.831 0.486
C -2.350 -3.000 -1.094
N -1.912 1.419 0.813
C -2.914 2.269 0.563
C -3.067 2.388 -0.800
C -2.088 1.553 -1.356
N -1.412 0.974 -0.366
C -1.805 1.369 -2.820
C -0.826 0.248 -3.139
C -1.322 2.691 -3.424
H 4.896 3.275 -0.058
H 4.504 1.634 0.451
H 4.631 2.923 1.645
H 2.658 4.050 0.714
H 2.944 2.080 -1.535
H 2.625 3.784 -1.553
H 1.319 2.684 -1.125
H 2.813 2.769 3.424
H 0.487 1.645 4.298
H -1.958 1.463 3.072
H -2.493 -0.815 4.137
H -3.130 -3.289 3.160
H -3.399 -3.833 0.536
H -0.495 -4.710 0.188
H -1.951 -5.620 -0.142
H -1.549 -5.180 1.517
H -1.380 -2.595 -1.379
H -3.072 -2.191 -1.204
H -2.604 -3.788 -1.802
H -3.447 2.731 1.374
H -3.780 2.993 -1.329
H -2.766 1.116 -3.282
H 0.172 0.471 -2.743
H -0.728 0.146 -4.220
H -1.158 -0.710 -2.739
H -0.373 2.990 -2.975
H -2.037 3.495 -3.256
H -1.173 2.587 -4.498
N 2.526 -0.293 -0.326
C 3.126 -1.602 -0.614
C 2.301 -2.658 0.095
N 0.904 -2.484 -0.332
H 2.812 0.408 -1.001
H 2.805 0.057 0.588
H 4.173 -1.649 -0.308
H 3.087 -1.763 -1.693
H 2.339 -2.504 1.175
H 2.674 -3.661 -0.119
H 0.266 -3.011 0.256
H 0.781 -2.812 -1.286

Total charge: +1
2S+1: 3
ΔE to the lowest compared entry with this formula, charge and spin in kJ/mol: 52.0
E_tot in Ha: -1365.74531
HOMO-LUMO gap (alpha / beta) in eV: 9.045 / 7.789

Here is what Mulliken gives for the atomic charges, in e: 2.210 -1.433 1.074 -1.525 -0.271 -1.276 -0.495 0.549 -0.178 -0.089 0.376 -0.369 -1.288 -0.033 -0.220 0.461 -1.372 -0.897 0.275 -0.368 -1.404 -0.328 0.206 0.811 -1.243 -1.304 0.424 0.273 0.381 0.513 0.389 0.517 0.071 0.470 0.492 -0.137 0.500 0.531 0.521 0.330 0.418 0.385 -0.216 0.291 0.517 0.443 0.580 0.410 0.145 0.491 -0.008 0.189 0.394 0.428 -0.563 -0.705 -0.707 -0.822 -0.013 0.241 0.404 0.428 0.419 0.430 -0.076 0.347